[1]
An isolated molecule of C5H11NO2. Source: the Open Molecules 2025 dataset; level of theory: ωB97M-V/def2-TZVPD.

Element x y z (Å)
O -1.06658 1.08097 -1.94815
O 0.98601 1.00866 -2.56605
N 0.44851 -1.60245 -0.89968
C 0.74877 -0.00312 1.93328
C 0.01276 0.63197 -1.75665
C -1.59257 0.00746 0.82665
C 0.62860 -0.14804 -0.68403
C -0.05448 0.33825 0.61997
H 1.81734 0.44771 1.72751
H 1.80299 -0.05143 -0.65134
H 0.88688 1.39796 -3.47980
H -2.00798 0.61838 1.67985
H -0.46649 -1.76882 -1.31118
H -1.71483 -1.01412 1.19573
H 0.22719 0.46985 2.86799
H -2.11394 0.26452 -0.02985
H 0.49723 -2.10779 -0.05422
H 0.93538 -1.09701 1.87106
H 0.02522 1.52705 0.65893

## Properties
- Net charge: 0
- SMILES string: CC(C)[C@@H](N)C(=O)O
- LUMO level: 0.0273 hartree
- Relative energy (zero: lowest compared OMol25 entry of this formula, charge and spin): 43.61 kcal per mole
- HOMO: -0.35415 Ha
- Gap between HOMO and LUMO: 10.38 eV

Here are the Mulliken charges for atoms 1 to 5, given in e:
1. O -0.542
2. O -0.477
3. N -0.693
4. C -1.172
5. C 0.188

***

[2]
A structure of composition C20H17BF4IIrN3O5S2. Source: the Open Molecules 2025 dataset; level of theory: ωB97M-V/def2-TZVPD.

Element x y z (Å)
Ir 0.54950 -0.48322 -0.45897
I -1.93103 -0.01866 1.05465
S 4.03154 -0.50219 1.39696
S -2.85163 2.73562 -0.92378
F 2.33222 2.63040 -0.06761
F 0.60757 1.48724 -1.11912
F 0.69162 1.62911 1.20022
F 0.21557 3.52683 -0.03028
O 4.30867 0.84634 1.75508
O 2.05772 -1.08823 -1.64794
O 3.92765 -1.50085 2.42574
O -8.47153 5.32033 1.63586
O -9.38198 4.39436 -0.15430
N 0.59165 -2.41678 0.23711
N 2.69065 -0.60392 0.42508
N 0.86479 -1.79251 2.47126
C 1.72361 -4.89096 0.79057
C -6.69120 3.85901 -1.12820
C 1.02552 -2.70175 1.48210
C -4.76305 3.50820 0.84397
C 1.61257 -3.94949 1.77257
C 7.11849 -1.85135 -0.90728
C -6.02222 3.95198 1.18800
C 1.22314 -4.61624 -0.48985
C -1.38009 -0.80264 -0.83992
C 5.14032 -1.08663 0.13156
C -6.99526 4.13091 0.20516
C -5.43541 3.40058 -1.47682
C 6.49215 -1.33356 0.22255
C 6.40713 -2.10578 -2.07543
C 5.04348 -1.84849 -2.15276
C 0.68063 -3.38512 -0.71222
C -8.32287 4.67448 0.63977
C 3.00913 -1.01527 -0.78085
C -4.44317 3.22871 -0.49760
C 4.42535 -1.33803 -1.02738
B 0.99421 2.42390 0.07034
H 6.92446 -2.51202 -2.93406
H 7.04471 -1.12482 1.12834
H 1.26314 -5.34114 -1.28851
H 0.60872 -0.85070 2.21070
H -6.27178 4.18496 2.21408
H 0.28110 -3.10658 -1.67706
H -1.64162 -1.85839 -0.87488
H -9.11804 3.78680 -0.85546
H -1.92167 -0.27439 -1.62064
H 8.17907 -2.06296 -0.87521
H -4.00000 3.37746 1.59954
H -5.19583 3.18282 -2.50856
H 2.18637 -5.84498 1.00650
H 1.54743 -1.83612 3.21268
H -7.42047 4.02345 -1.91348
H 4.48002 -2.03650 -3.05642
H 1.97897 -4.12320 2.77422

## Properties
- Net charge: 0
- Expectation value of S²: 0.7749
- LUMO level (alpha / beta): -0.0271 / -0.0818 hartree
- Relative energy (zero: lowest compared OMol25 entry of this formula, charge and spin): 37.30 kcal per mole
- HOMO (alpha / beta): -0.32199 / -0.31962 Ha
- Multiplicity: 2
- Gap between HOMO and LUMO (alpha / beta): 8.03 / 6.47 eV

Here are the Mulliken charges for atoms 1 to 5, given in e:
1. Ir 1.142
2. I 0.121
3. S 1.087
4. S -0.054
5. F -0.323

***

[3]
An isolated molecule of C6H11NS. Source: the Open Molecules 2025 dataset; level of theory: ωB97M-V/def2-TZVPD.

Element x y z (Å)
S -2.67342 -0.64816 -0.96690
N -1.22694 0.55551 0.86363
C -0.09708 0.53197 0.09509
C -2.43846 0.17079 0.38006
C 0.35102 -1.79565 0.67802
C 0.27739 1.95798 -0.37113
C 1.84045 -0.58354 -0.95774
C 0.69745 -0.59960 0.06067
H -1.25508 1.09012 1.65066
H 2.85742 -0.90178 -0.60668
H 2.13098 0.54093 -1.21433
H -0.91040 2.29573 -0.73386
H 0.56811 2.58085 0.49287
H 1.20876 -2.56872 0.78101
H 1.02308 2.03286 -1.29525
H -0.45860 -2.46466 0.18525
H -0.09573 -1.52088 1.81149
H 1.53516 -0.96507 -1.91169
H -3.33415 0.29133 1.05884

## Properties
- Net charge: 0
- SMILES string: CC(C)=C(C)NC=S
- LUMO level: 0.0282 hartree
- Relative energy (zero: lowest compared OMol25 entry of this formula, charge and spin): 57.57 kcal per mole
- HOMO: -0.30261 Ha
- Gap between HOMO and LUMO: 9.00 eV

Here are the Mulliken charges for atoms 1 to 5, given in e:
1. S -0.296
2. N -0.033
3. C -0.045
4. C -0.132
5. C -1.044

***

[4]
A structure of composition C13H6F6ReSbSe5. Source: the Open Molecules 2025 dataset; level of theory: ωB97M-V/def2-TZVPD.

Element x y z (Å)
Re -0.47277 0.36746 -0.55961
Sb 0.62217 1.74742 3.14710
Se -1.45877 0.24889 1.44369
Se -0.18865 3.87755 3.07291
Se 0.97476 1.99346 -0.62780
Se -2.00266 0.45745 -2.34979
Se 1.97035 -0.04990 3.55495
F -1.93900 6.00862 -4.57668
F -1.58058 3.87742 -6.20286
F 3.37087 -4.05180 3.29231
F -1.56406 1.38117 -5.15995
F -2.25957 3.17752 -0.85951
F -2.26803 5.66468 -1.91191
C -1.74136 2.42903 -4.36814
C -1.93262 4.79855 -4.07321
C -1.75026 3.70258 -4.91036
C 1.29227 -2.08168 0.39357
C 0.61092 -2.82100 1.36201
C -2.09208 3.34173 -2.17901
C 2.68602 -2.02478 0.41302
C -2.10238 4.61918 -2.70246
C 0.54127 -1.40432 -0.69083
C 3.39831 -2.68245 1.40048
C 1.30831 -3.49277 2.34902
C 2.69243 -3.40144 2.35340
C -1.90297 2.24135 -3.00191
H -0.41659 -1.93322 -0.92147
H 1.11860 -1.29606 -1.61661
H -0.47036 -2.90133 1.33178
H 4.47909 -2.66912 1.42703
H 0.80722 -4.09778 3.09194
H 3.22158 -1.48074 -0.35588

## Properties
- Net charge: +2
- LUMO level: -0.3604 hartree
- Relative energy (zero: lowest compared OMol25 entry of this formula, charge and spin): 9.54 kcal per mole
- HOMO: -0.54610 Ha
- Gap between HOMO and LUMO: 5.05 eV

Here are the Mulliken charges for atoms 1 to 5, given in e:
1. Re 0.615
2. Sb 1.030
3. Se -0.144
4. Se -0.147
5. Se 0.028